2 unconnected molecules or ions with the total composition C2H8NO2, computed with ωB97M-V with the def2-TZVPD basis set.

CARTESIAN COORDINATES (ANGSTROEM)
C1 1.567 0.202 0.401
N1 0.271 -0.474 0.645
C2 -0.320 -1.178 -0.594
O1 0.183 -0.698 -1.731
H1 2.369 -0.543 0.315
H2 1.838 0.934 1.254
H3 1.433 0.797 -0.439
H4 0.380 -1.163 1.393
H5 -1.428 -1.032 -0.565
H6 -0.171 -2.369 -0.293
H7 -1.010 1.027 1.022
H8 -1.725 2.056 0.056
O2 -1.567 1.882 0.969

Output
energy above the lowest of the compared OMol25 structures with the same formula, charge and spin: 23.35 kcal/mol
net charge: -1
E_LUMO: 4.45 eV
highest occupied orbital energy: -2.64 eV
DFT total energy: -7788.172 eV
multiplicity: 1


2 unconnected molecules or ions with the total composition C2H8NO2, computed with ωB97M-V with the def2-TZVPD basis set.

CARTESIAN COORDINATES (ANGSTROEM)
C1 1.509 1.159 1.682
O1 0.616 2.104 1.087
H1 1.352 0.115 1.372
H2 2.536 1.410 1.402
H3 1.239 1.059 2.740
N1 -1.711 -1.778 -1.195
C2 -0.490 -0.807 -1.224
O2 -0.654 0.253 -0.457
H4 -2.305 -1.294 -0.517
H5 -2.296 -1.667 -2.024
H6 0.325 -1.495 -0.891
H7 -0.388 -0.612 -2.310
H8 0.266 1.554 0.335

Output
energy above the lowest of the compared OMol25 structures with the same formula, charge and spin: 19.53 kcal/mol
net charge: -1
E_LUMO: 4.34 eV
highest occupied orbital energy: -3.11 eV
DFT total energy: -7788.338 eV
multiplicity: 1


2 unconnected molecules or ions with the total composition C2H8NO2P, computed with ωB97M-V with the def2-TZVPD basis set.

CARTESIAN COORDINATES (ANGSTROEM)
C1 -0.284 -1.540 -0.189
C2 -0.185 0.605 1.833
N1 0.292 -1.641 -1.403
O1 -1.181 0.797 -0.911
O2 1.204 1.451 -0.353
P1 -0.362 1.273 0.177
H1 0.253 -1.929 0.642
H2 -1.388 -1.526 -0.116
H3 0.798 0.453 2.069
H4 -0.938 0.443 2.503
H5 1.295 -1.931 -1.251
H6 1.317 1.803 -1.171
H7 -0.005 -0.895 -2.023
H8 -0.816 2.637 0.194

Output
energy above the lowest of the compared OMol25 structures with the same formula, charge and spin: 102.26 kcal/mol
net charge: 0
E_LUMO (alpha / beta): -0.73 / 0.09 eV
highest occupied orbital energy (alpha / beta): -7.04 / -8.15 eV
DFT total energy: -17074.955 eV
multiplicity: 1


3 unconnected molecules or ions with the total composition C2H8NO4, computed with ωB97M-V with the def2-TZVPD basis set.

CARTESIAN COORDINATES (ANGSTROEM)
C1 -1.385 -1.290 1.215
N1 -0.901 -0.232 0.351
C2 -0.774 -0.486 -1.049
O1 0.243 0.080 -1.564
O2 -1.643 -1.194 -1.577
H1 -0.532 -1.884 1.592
H2 -1.929 -2.005 0.620
H3 -1.880 -0.871 2.094
H4 -0.123 0.303 0.714
H5 3.217 0.091 0.444
H6 1.720 0.162 0.353
O3 2.426 -0.267 0.860
H7 0.646 1.767 -1.553
H8 0.038 3.151 -1.270
O4 0.877 2.675 -1.231

Output
energy above the lowest of the compared OMol25 structures with the same formula, charge and spin: 6.83 kcal/mol
net charge: -1
E_LUMO: 3.90 eV
highest occupied orbital energy: -4.56 eV
DFT total energy: -11886.201 eV
multiplicity: 1